[1]
This record from the Open Molecules 2025 dataset describes a cluster of 3 separate species, C18H30F5N6O2 in total. The level of theory is ωB97M-V/def2-TZVPD.

## Properties
E_LUMO = -3.733 eV
HOMO-LUMO gap = 7.809 eV
Multiplicity = 1
Highest occupied orbital energy = -11.5420 eV
Maximum force = 0.0498 Eh/bohr
Charge = +1

```
61
Properties=species:S:1:pos:R:3:forces:R:3:lowdin_charge:R:1
N 1.080164 -0.824045 -2.888905 1.2 -0.4 -0.2 0.17
C 1.368295 0.497900 -2.924865 -2.5 0.0 0.4 -0.34
N 0.375426 1.435087 -2.889337 1.8 -0.1 -0.5 0.27
C 1.033654 2.579361 -2.981499 -1.4 0.5 0.1 -0.14
C 0.211515 3.881767 -2.972007 -1.7 -0.3 0.4 -0.41
F 0.814936 4.836276 -2.227997 0.7 -0.1 -0.4 0.12
F 0.039652 4.324353 -4.238571 0.8 0.0 -0.1 0.13
C -1.174655 3.601080 -2.378341 1.4 0.3 0.0 -0.15
C -1.295486 3.719823 -1.012096 0.5 0.2 0.7 -0.01
C -2.501825 3.469081 -0.405142 -0.1 -0.2 0.3 -0.03
C -3.555056 3.083856 -1.200647 -1.2 -0.2 0.7 0.00
C -3.424283 2.961735 -2.553421 -0.4 0.2 -1.4 -0.10
C -4.569239 2.500125 -3.435396 0.8 -1.3 0.7 -0.57
F -4.478800 2.971075 -4.678824 -0.4 0.3 0.1 0.16
F -4.463909 1.140187 -3.546655 -0.2 0.2 -0.1 0.12
F -5.764673 2.737410 -2.901732 0.0 0.4 -0.3 0.17
C -2.219939 3.222289 -3.172444 0.2 0.0 -0.4 0.05
N 2.352154 2.417720 -3.036604 -0.2 0.6 0.0 0.18
N 2.554697 1.088454 -3.002059 0.7 -0.6 0.1 0.18
H 1.161852 -1.398045 -2.053425 0.0 0.0 0.1 0.08
H 0.687699 -1.231516 -3.721743 -0.3 0.0 0.2 0.12
H -0.427378 4.007071 -0.427054 -0.2 0.0 0.0 0.13
H -2.664786 3.525595 0.664275 0.3 0.1 -0.1 0.12
H -4.518647 2.867931 -0.747210 0.1 0.1 -0.1 0.14
H -2.071920 3.140189 -4.242868 -0.3 0.0 0.1 0.14
H 3.048891 3.150985 -3.084961 0.3 -0.4 0.0 0.21
H 3.449140 0.612473 -3.034897 0.1 0.3 0.0 0.21
C -1.522226 -3.488887 0.039696 -0.1 0.0 -0.1 -0.07
C -0.206452 -4.208507 -0.242393 -0.2 0.2 0.3 -0.42
C 0.104407 -5.343203 0.743914 0.2 -0.2 -0.1 -0.20
O 0.557132 -4.910823 2.012884 -0.1 0.0 -0.1 -0.19
C -0.461622 -4.496730 2.907125 0.2 0.1 0.1 -0.10
N 0.878705 -3.218666 -0.280392 0.3 0.0 -0.3 0.04
H -1.444568 -2.793630 0.875103 0.1 -0.1 0.0 0.06
H -1.826093 -2.904989 -0.830747 0.0 0.0 0.0 0.07
H -2.321090 -4.199668 0.256856 0.0 0.0 0.0 0.08
H -0.292638 -4.658830 -1.235788 0.1 -0.1 0.0 0.13
H 0.926975 -5.932518 0.329253 0.0 0.0 0.1 0.12
H -0.747386 -6.026061 0.848921 -0.1 0.1 0.0 0.12
H -1.374213 -5.086095 2.785780 0.0 0.0 -0.1 0.09
H -0.681423 -3.433808 2.778702 -0.2 0.0 0.0 0.07
H -0.090028 -4.636345 3.921905 0.0 -0.1 0.0 0.09
H 1.734010 -3.686491 -0.572620 0.0 0.0 0.0 0.08
H 1.071378 -2.941157 0.679775 -0.1 0.2 -0.1 0.05
C 2.311148 -1.104737 3.133265 0.1 -0.1 -0.1 -0.06
C 2.483211 0.173760 2.317918 -0.3 -0.1 0.3 -0.43
C 2.456982 1.457666 3.161424 0.1 0.2 -0.1 -0.21
O 1.170285 1.852352 3.594353 0.1 -0.1 0.0 -0.19
C 0.683752 1.167553 4.738333 -0.2 0.1 -0.1 -0.10
N 1.464469 0.201417 1.259786 0.1 0.2 -0.2 0.04
H 1.275227 -1.274286 3.426539 0.0 0.1 0.0 0.06
H 2.619430 -1.971159 2.545562 0.0 0.0 0.0 0.07
H 2.924112 -1.082452 4.035540 0.0 0.0 0.0 0.08
H 3.467582 0.122474 1.841827 0.0 0.1 0.0 0.13
H 2.814289 2.279165 2.532548 -0.1 0.0 0.0 0.12
H 3.147135 1.392047 4.011454 0.0 -0.1 0.0 0.12
H 1.486145 0.928327 5.440746 0.0 0.0 0.0 0.09
H 0.154481 0.257145 4.448799 0.1 -0.1 0.1 0.07
H -0.031666 1.820277 5.237066 0.1 0.1 0.0 0.09
H 1.645434 0.997230 0.652570 0.0 0.0 0.0 0.05
H 0.575640 0.431413 1.698719 0.0 -0.1 0.0 0.07
```
Forces are in eV/Å.

---

[2]
This record from the Open Molecules 2025 dataset describes a structure of composition C45H59IrN9O4P. The level of theory is ωB97M-V/def2-TZVPD.

## Properties
E_LUMO (alpha / beta) = -8.194 / -10.028 eV
HOMO-LUMO gap (alpha / beta) = 5.527 / 3.692 eV
Multiplicity = 2
Highest occupied orbital energy (alpha / beta) = -13.7204 / -13.7204 eV
Maximum force = 0.0508 Eh/bohr
Charge = +3

```
119
Properties=species:S:1:pos:R:3:forces:R:3:mulliken_spin:R:1
Ir 0.009950 1.102538 -0.327121 -2.5 -0.2 0.8 -0.01
O -2.126340 -0.084222 6.014708 0.1 -0.4 -0.1 0.34
C -1.859305 -0.984689 5.245956 -0.1 0.4 0.1 0.02
O -1.736304 -2.186056 5.083016 0.0 0.1 0.1 0.44
C -1.501762 -0.302585 3.806635 0.2 0.0 0.1 0.18
C -2.176940 -0.710520 2.683081 -0.1 0.0 -0.1 -0.02
C -1.841616 -0.097347 1.483442 -0.5 -0.1 -0.1 0.03
N -0.897600 0.859649 1.429732 0.4 0.1 0.5 -0.01
C -0.195800 1.172892 2.530812 0.7 0.7 0.1 0.03
C -0.491511 0.640988 3.767446 -0.2 -0.2 0.1 -0.03
C 0.928555 2.120753 2.262396 -0.9 -0.4 0.0 0.00
C 1.762596 2.647372 3.223960 0.2 0.3 0.1 0.00
C 2.749069 3.547005 2.826374 -0.1 -0.1 0.2 0.00
C 2.854353 3.885643 1.489495 -0.1 0.1 -0.2 0.00
C 1.985586 3.304281 0.579896 -0.1 0.1 0.2 0.00
N 1.040757 2.436448 0.959353 1.5 -0.4 -0.9 0.00
C -2.445035 -0.424542 0.181567 0.1 0.1 0.3 0.00
C -3.597933 -1.160821 0.011818 -0.2 0.0 -0.1 0.00
C -4.084289 -1.342985 -1.277044 -0.1 0.0 0.1 0.00
C -3.407796 -0.770924 -2.338015 -0.1 0.2 0.0 0.00
C -2.249664 -0.049604 -2.092303 -0.2 0.1 0.1 0.00
N -1.781365 0.116198 -0.854041 0.7 -0.6 -0.7 0.00
H -2.912688 -1.501882 2.725436 0.0 0.0 0.0 0.00
H 0.036384 0.929989 4.664763 0.0 0.0 0.0 0.00
H 1.650357 2.379385 4.265697 0.0 0.0 0.0 0.00
H 3.412257 3.984327 3.562295 0.0 0.0 0.0 0.00
H 3.597694 4.591591 1.144935 0.0 0.0 0.0 0.00
H 2.015913 3.539949 -0.475136 0.1 -0.1 0.0 0.00
H -4.122110 -1.579214 0.860114 0.0 0.0 0.0 0.00
H -4.987106 -1.917488 -1.440995 0.0 0.0 0.0 0.00
H -3.768820 -0.873958 -3.352308 0.0 0.0 0.0 0.00
H -1.686807 0.424761 -2.882811 0.0 0.0 0.0 0.00
C -3.858586 5.432866 0.246538 0.1 -0.1 0.1 0.00
N -3.124100 4.258202 0.825594 0.1 0.1 -0.1 0.00
C -1.794831 4.683606 1.358849 -0.2 -0.1 -0.1 0.00
C -3.008983 3.050000 -0.115244 0.0 0.0 0.1 0.00
C -2.074339 3.270222 -1.266630 0.0 0.0 -0.1 0.00
C -2.540439 4.085616 -2.306939 0.0 0.0 0.0 0.00
C -1.740485 4.438293 -3.376517 0.0 0.0 0.0 0.00
C -0.437025 3.966367 -3.407300 0.0 0.0 0.0 0.00
C 0.006406 3.099192 -2.418264 0.0 0.1 0.1 0.00
C -0.792756 2.687149 -1.338677 -0.1 0.1 -0.2 0.00
H -4.012896 6.155980 1.043330 0.0 0.0 0.0 0.00
H -4.815206 5.094269 -0.142248 0.0 0.0 0.0 0.00
H -3.251940 5.867749 -0.540148 0.0 0.0 0.0 0.00
H -3.679201 3.933578 1.616645 0.0 0.0 0.0 0.00
H -1.186637 5.012409 0.520578 0.0 0.0 0.0 0.00
H -1.330367 3.831990 1.849617 0.0 0.0 0.0 0.00
H -1.947489 5.496408 2.064141 0.0 0.0 0.0 0.00
H -4.027937 2.846805 -0.444519 0.0 0.0 0.0 0.00
H -2.663073 2.241618 0.519630 0.0 0.0 0.0 0.00
H -3.568618 4.431606 -2.290274 0.0 0.0 0.0 0.00
H -2.127043 5.064515 -4.169968 0.0 0.0 0.0 0.00
H 0.225214 4.246786 -4.217466 0.0 0.0 0.0 0.00
H 1.014267 2.709650 -2.508428 0.0 0.0 0.0 0.00
C 3.520860 0.927001 -3.982019 0.0 -0.1 0.1 0.00
N 2.524807 0.800090 -2.927049 -0.1 0.2 -0.1 0.00
C 1.378003 0.133902 -3.052948 -0.1 -0.3 0.6 0.00
N 1.132526 -0.575073 -4.155537 -0.1 0.1 -0.2 0.00
O 0.506529 0.115151 -2.118793 0.9 0.6 -0.9 0.00
H 4.279543 1.634248 -3.659184 0.0 0.0 0.0 0.00
H 3.070936 1.320010 -4.893878 0.0 0.0 0.0 0.00
H 4.009722 -0.024891 -4.199987 0.0 0.0 0.0 0.00
H 2.734882 1.086201 -1.979017 0.1 -0.1 0.0 0.00
H 1.802265 -0.659446 -4.900255 0.0 -0.1 0.0 0.00
H 0.279010 -1.107070 -4.214894 0.0 0.0 0.0 0.00
C -2.812482 -4.646638 0.322238 -0.1 0.0 0.2 0.00
C -1.404020 -5.197752 0.545810 0.3 -0.5 -0.4 0.00
C -1.423496 -6.719981 0.354957 -0.1 0.1 0.1 0.00
C -0.949742 -4.863744 1.967603 -0.2 0.1 0.1 0.00
P -0.340766 -4.209255 -0.658135 -0.2 0.6 0.3 0.00
C -1.067757 -4.460049 -2.325488 0.1 -0.2 -0.1 0.00
C -1.214642 -5.667838 -3.013596 0.0 -0.1 0.1 0.00
C -1.748736 -5.707340 -4.296020 0.0 0.0 0.1 0.00
C -2.157046 -4.535927 -4.918116 0.0 0.0 0.0 0.00
C -2.030176 -3.325772 -4.249416 0.0 0.0 0.0 0.00
C -1.485890 -3.295656 -2.970337 0.1 0.1 0.0 0.00
C 1.432012 -4.814947 -0.799221 -0.3 -0.4 -0.2 0.00
C 2.069396 -4.696454 0.584173 0.1 0.0 0.0 0.00
C 1.662806 -6.230354 -1.343257 0.1 0.1 0.0 0.00
C 2.072483 -3.808281 -1.761442 0.2 0.1 0.1 0.00
H -3.503695 -5.119863 1.027668 0.0 0.1 0.0 0.00
H -3.177414 -4.844728 -0.687330 0.0 0.0 0.0 0.00
H -2.826743 -3.564625 0.489109 0.0 -0.1 0.0 0.00
H -2.093798 -7.188465 1.083913 0.0 0.1 0.0 0.00
H -0.438848 -7.157539 0.506277 0.0 0.0 0.0 0.00
H -1.789626 -6.994039 -0.633833 0.0 0.0 0.0 0.00
H -1.710111 -5.204343 2.678414 0.0 0.0 0.0 0.00
H -0.816810 -3.783600 2.098519 0.0 0.0 0.0 0.00
H -0.019144 -5.359183 2.233849 0.0 0.0 0.0 0.00
H -0.915191 -6.595693 -2.547329 0.0 0.0 0.0 0.00
H -1.846846 -6.654599 -4.810932 0.0 0.0 0.0 0.00
H -2.575072 -4.568240 -5.916067 0.0 0.0 0.0 0.00
H -2.366968 -2.411150 -4.729670 0.0 0.0 0.0 0.00
H -1.366750 -2.359235 -2.435466 0.0 -0.1 -0.1 0.00
H 1.746925 -3.779241 1.086664 -0.1 -0.2 0.0 0.00
H 3.161738 -4.696732 0.484909 0.0 0.0 0.0 0.00
H 1.809037 -5.540011 1.221408 0.0 0.0 0.0 0.00
H 1.186430 -6.989745 -0.728840 0.0 0.0 0.0 0.00
H 2.734681 -6.457319 -1.360040 0.0 0.1 0.0 0.00
H 1.302935 -6.325979 -2.367211 0.0 0.0 0.0 0.00
H 1.925857 -2.779114 -1.410548 0.0 0.0 0.0 0.00
H 1.648560 -3.890967 -2.764626 0.0 0.0 0.0 0.00
H 3.147332 -4.011324 -1.835805 -0.1 0.0 0.0 0.00
C 5.640164 -1.708101 2.077093 -0.1 0.0 -0.1 0.00
N 4.492998 -1.081654 1.429038 -0.1 0.0 0.2 0.00
C 3.109046 -1.460959 1.645408 0.1 0.0 0.0 0.00
C 2.402474 -0.509902 0.706911 -0.2 -0.2 0.0 0.00
O 1.152668 -0.527636 0.606149 0.3 0.2 0.0 0.00
N 3.278427 0.281893 0.072444 -0.1 -0.1 0.2 0.00
C 4.503318 -0.107552 0.529528 0.1 0.1 -0.3 0.00
N 5.620026 0.448907 0.070185 0.0 0.1 0.1 0.00
H 5.317150 -2.126010 3.026557 0.0 0.0 0.0 0.00
H 6.411456 -0.967933 2.286656 0.0 0.0 0.0 0.00
H 6.056198 -2.506914 1.463704 0.0 0.0 0.0 0.00
H 2.792312 -1.295212 2.677518 0.0 0.0 0.0 0.00
H 2.918778 -2.502601 1.384050 0.1 0.2 0.0 0.00
H 6.528636 0.178422 0.406071 0.0 0.0 0.0 0.00
H 5.558870 1.239147 -0.547069 0.0 0.0 0.0 0.00
```
Forces are in eV/Å.

---

[3]
This record from the Open Molecules 2025 dataset describes a cluster of 2 separate species, C7H9N2O in total. The level of theory is ωB97M-V/def2-TZVPD.

## Properties
E_LUMO (alpha / beta) = -5.643 / -5.643 eV
HOMO-LUMO gap (alpha / beta) = 7.948 / 7.947 eV
Multiplicity = 1
Highest occupied orbital energy (alpha / beta) = -13.5902 / -13.5896 eV
Maximum force = 0.0859 Eh/bohr
Energy relative to the best compared isomer or geometry (same formula, charge and spin) = 105.0 kcal/mol
Charge = +1

```
19
Properties=species:S:1:pos:R:3:forces:R:3:lowdin_charge:R:1
C 2.995102 -0.333236 0.102169 -2.5 -1.1 1.3 0.04
C 1.827279 -1.089838 0.618876 0.5 2.5 -2.1 -0.02
C 2.685328 0.855798 -0.621730 2.1 -1.0 1.2 -0.05
C 0.541092 -0.562481 0.408903 -1.5 -1.4 1.4 0.00
C 1.425254 1.348070 -0.708460 -0.8 1.2 -0.4 0.00
C 0.293910 0.691989 -0.226601 3.0 -1.5 0.2 -0.26
C -2.578897 -0.398023 -0.207294 -2.8 0.9 0.2 0.01
N -3.129155 -0.886288 0.932651 1.9 0.2 -1.2 0.12
N -0.960003 1.021527 -0.532575 -4.2 1.5 -0.3 -0.05
O -1.391147 2.062129 -1.064255 2.0 -2.7 1.3 0.08
H 3.989148 -0.744028 0.456532 -1.1 0.9 -1.2 0.14
H 1.927118 -2.084891 0.987679 0.2 -0.3 0.6 0.10
H 3.470252 1.483706 -1.031385 0.1 -0.3 0.1 0.12
H -0.381415 -1.126347 0.883063 2.1 1.1 -1.2 0.13
H 1.291914 2.318020 -1.156830 -0.1 0.1 -0.3 0.13
H -3.118443 0.468650 -0.585621 0.2 0.2 0.4 0.10
H -3.708751 -0.239378 1.469932 0.4 -0.5 0.0 0.14
H -2.339387 -0.992606 -1.070590 1.0 -0.8 0.5 0.12
H -2.839195 -1.792767 1.345544 -0.5 1.1 -0.4 0.14
```
Forces are in eV/Å.

---

What is the formula in the third record? C7H9N2O